This record from OMol25 describes a cluster of 10 separate species, C31H78Cl4O6S6 in total at a distorted geometry. The level of theory is ωB97M-V/def2-TZVPD.

E_HOMO = -8.8 eV
2S+1 = 1
HOMO-LUMO gap = 8.579 eV
Calculated total energy = -160788.1455 eV
Strongest force on any atom = 4.20 eV/A

CARTESIAN COORDINATES (ANGSTROEM)
C 2.601 4.731 1.617
S 3.766 3.615 2.501
O 4.087 4.392 3.795
C 2.691 2.147 2.877
H 1.544 4.494 1.739
H 2.811 4.583 0.558
H 2.714 5.795 1.826
H 3.318 1.360 3.295
H 2.300 1.618 2.008
H 1.906 2.340 3.607
C 9.972 -1.107 -3.387
S 8.333 -1.756 -3.846
O 8.568 -3.224 -4.136
C 7.552 -1.742 -2.161
H 10.553 -1.035 -4.307
H 10.342 -1.982 -2.853
H 10.006 -0.264 -2.697
H 7.987 -0.947 -1.555
H 7.867 -2.589 -1.550
H 6.464 -1.756 -2.224
C -4.565 6.003 4.535
S -4.102 4.537 3.463
O -3.376 5.069 2.175
C -2.690 3.935 4.545
H -3.827 6.732 4.871
H -5.169 5.762 5.409
H -5.221 6.515 3.830
H -3.201 3.383 5.334
H -2.040 4.625 5.083
H -1.916 3.471 3.935
C -7.487 4.613 -0.948
S -7.324 2.808 -0.454
O -8.730 2.462 0.076
C -7.310 2.232 -2.249
H -7.205 5.147 -0.040
H -8.506 4.902 -1.205
H -6.810 4.673 -1.800
H -6.429 2.676 -2.713
H -8.152 2.655 -2.798
H -7.380 1.177 -2.513
C -3.705 -2.401 4.252
S -3.021 -0.760 3.707
O -1.497 -0.867 3.516
C -3.732 -0.533 2.025
H -3.830 -2.501 5.330
H -3.118 -3.210 3.818
H -4.768 -2.507 4.035
H -3.353 -1.320 1.373
H -3.337 0.391 1.601
H -4.779 -0.263 1.880
C -1.136 -7.665 -3.046
S -2.657 -6.943 -2.360
O -3.386 -6.229 -3.514
C -3.635 -8.454 -2.054
H -1.542 -8.376 -3.766
H -0.521 -8.235 -2.349
H -0.471 -6.945 -3.522
H -3.914 -8.879 -3.018
H -4.447 -8.305 -1.343
H -2.964 -9.125 -1.518
C 4.127 2.723 -5.737
Cl 2.488 1.986 -5.724
Cl 4.678 2.655 -4.030
Cl 5.272 1.609 -6.637
Cl 4.100 4.424 -6.353
C 1.872 -6.057 5.705
C 1.903 -5.892 7.188
C 2.063 -7.260 8.004
C 0.891 -8.211 7.724
C 0.628 -9.322 8.797
C 1.522 -10.492 8.707
H 1.905 -5.089 5.206
H 0.992 -6.569 5.314
H 2.762 -6.595 5.376
H 2.767 -5.255 7.375
H 1.070 -5.289 7.550
H 2.030 -6.956 9.051
H 3.017 -7.753 7.821
H 0.079 -7.485 7.683
H 0.869 -8.591 6.703
H 0.679 -8.864 9.784
H -0.416 -9.598 8.653
H 2.560 -10.169 8.789
H 1.280 -11.339 9.349
H 1.489 -10.936 7.713
C 1.115 8.836 -9.119
C -0.145 9.063 -8.305
C -0.401 7.876 -7.301
C -0.840 8.312 -5.898
C -1.031 7.292 -4.814
C 0.219 6.818 -4.045
H 1.078 9.402 -10.049
H 1.076 7.767 -9.328
H 1.997 9.085 -8.528
H -0.333 10.074 -7.941
H -1.008 8.950 -8.960
H 0.444 7.244 -7.029
H -0.996 7.085 -7.759
H -0.181 9.127 -5.598
H -1.773 8.866 -5.998
H -1.731 7.724 -4.099
H -1.477 6.418 -5.287
H 0.751 7.747 -3.836
H -0.165 6.243 -3.202
H 0.910 6.182 -4.597
C -1.163 1.203 -2.000
C -0.858 -0.331 -2.284
C 0.158 -0.869 -1.226
C 0.280 -2.424 -1.110
C 1.148 -2.838 0.127
C 2.625 -2.599 0.051
H -0.275 1.809 -2.179
H -1.403 1.416 -0.958
H -1.993 1.596 -2.587
H -1.837 -0.757 -2.064
H -0.505 -0.495 -3.302
H -0.222 -0.575 -0.247
H 1.086 -0.302 -1.308
H -0.726 -2.843 -1.083
H 0.768 -2.709 -2.042
H 0.673 -2.458 1.031
H 0.940 -3.908 0.151
H 2.838 -1.550 -0.157
H 3.088 -2.970 0.966
H 3.110 -3.105 -0.784